Entry 1:
The molecule C22H24O6, computed with wB97M-V/def2-TZVPD.

ORCA input file:
```
! wB97M-V def2-TZVPD RIJCOSX def2/J DEFGRID3
* xyz 0 1
C -3.43 -5.55 6.91
C -2.47 -6.50 6.01
O -1.45 -5.67 5.40
C -1.02 -6.21 4.12
C 0.18 -5.24 3.57
O -0.23 -4.81 2.25
C 0.52 -3.71 1.77
C 1.62 -2.93 2.54
C 2.33 -1.68 1.90
C 1.99 -1.15 0.46
C 0.91 -1.97 -0.33
C 0.19 -3.21 0.31
C 0.51 -1.54 -1.82
O -0.15 -2.32 -2.55
C 0.98 -0.07 -2.29
C 0.29 0.45 -3.61
C 0.68 1.87 -4.11
C 1.69 2.78 -3.31
O 2.05 4.10 -3.70
C 0.98 4.77 -4.42
C 1.03 6.39 -4.25
O -0.33 6.84 -4.46
C -0.70 7.92 -3.56
C -2.30 7.88 -3.32
C 2.33 2.21 -2.02
C 2.01 0.77 -1.48
C 2.69 0.16 -0.16
O 3.71 0.67 0.39
H -4.34 -5.17 6.32
H -2.85 -4.65 7.35
H -3.81 -6.13 7.84
H -3.10 -7.06 5.24
H -1.91 -7.20 6.75
H -0.69 -7.31 4.18
H -1.92 -6.08 3.40
H 0.28 -4.41 4.34
H 1.11 -5.92 3.48
H 1.92 -3.23 3.59
H 3.12 -1.16 2.56
H -0.59 -3.79 -0.29
H -0.45 -0.21 -4.19
H 0.18 2.25 -5.07
H 1.14 4.53 -5.54
H -0.08 4.47 -4.07
H 1.46 6.68 -3.23
H 1.67 6.85 -5.08
H -0.47 8.90 -4.10
H -0.21 7.87 -2.53
H -2.53 8.04 -2.21
H -2.79 6.90 -3.67
H -2.78 8.75 -3.90
H 3.06 2.84 -1.43
*
```

Calculated values
HOMO energy = -8.653 eV
calculated total energy = -1303.7310 Ha
energy above the lowest of the compared OMol25 structures with the same formula, charge and spin = 186.3 kcal/mol
LUMO level = -1.238 eV
frontier orbital gap = 7.4144 eV

---

Entry 2:
A cluster of 16 separate species, C22H25Br2Cl45F3O6P in total, computed with wB97M-V/def2-TZVPD.

ORCA input file:
```
! wB97M-V def2-TZVPD RIJCOSX def2/J DEFGRID3
* xyz 0 1
C -0.94 4.49 0.29
C -2.45 4.19 0.01
Br -3.13 3.33 1.68
C -2.59 3.10 -1.12
Br -1.48 3.74 -2.63
O -2.14 1.87 -0.54
P -2.36 0.55 -1.48
O -3.16 0.81 -2.71
O -0.94 -0.18 -1.85
C 0.18 0.72 -1.88
C 1.54 -0.08 -1.84
C 2.24 0.06 -0.48
O 3.41 0.37 -0.40
O 1.50 -0.19 0.63
O -3.19 -0.55 -0.53
C -2.44 -1.14 0.46
F -1.43 -0.39 0.90
F -3.26 -1.37 1.50
F -1.94 -2.33 0.10
H -0.78 4.63 1.37
H -0.31 3.62 0.01
H -0.60 5.41 -0.21
H -3.04 5.09 -0.23
H -3.65 3.01 -1.43
H 0.21 1.42 -1.03
H 0.17 1.27 -2.83
H 2.21 0.25 -2.64
H 1.28 -1.15 -1.98
H 2.13 -0.21 1.37
C 2.50 4.46 2.41
Cl 1.66 3.04 1.78
Cl 1.37 5.79 2.69
Cl 3.35 4.06 3.91
H 3.23 4.78 1.68
C -1.69 1.65 5.40
Cl -3.41 1.86 5.08
Cl -0.74 2.93 4.64
Cl -1.38 1.59 7.13
H -1.38 0.70 4.97
C -1.14 -3.66 -2.78
Cl -2.36 -2.69 -3.61
Cl -1.69 -5.33 -2.62
Cl 0.41 -3.58 -3.64
H -1.00 -3.25 -1.79
C -5.05 2.25 -4.77
Cl -3.87 3.26 -5.61
Cl -6.19 3.26 -3.86
Cl -5.91 1.21 -5.91
H -4.52 1.62 -4.07
C 6.24 0.68 -2.09
Cl 7.66 -0.37 -1.98
Cl 6.67 2.25 -2.80
Cl 4.96 -0.09 -3.03
H 5.86 0.86 -1.09
C 1.67 4.28 -5.63
Cl 3.19 5.10 -6.01
Cl 1.97 2.90 -4.57
Cl 0.52 5.40 -4.90
H 1.25 3.90 -6.55
C 3.39 -5.37 -1.91
Cl 4.48 -6.44 -2.81
Cl 3.22 -5.92 -0.24
Cl 3.98 -3.71 -1.96
H 2.42 -5.41 -2.38
C 5.16 7.28 6.03
Cl 4.63 8.18 7.46
Cl 5.50 5.60 6.44
Cl 3.96 7.39 4.75
H 6.08 7.74 5.67
C 0.07 -9.26 -3.13
Cl -1.53 -8.52 -3.25
Cl 0.18 -10.70 -4.14
Cl 1.32 -8.09 -3.58
H 0.23 -9.55 -2.10
C -0.05 -0.29 10.96
Cl -1.21 0.76 10.14
Cl -0.65 -1.96 11.00
Cl 1.53 -0.22 10.17
H 0.06 0.05 11.98
C -1.65 7.80 5.05
Cl -2.53 6.27 5.13
Cl -0.54 7.96 6.41
Cl -0.78 7.93 3.52
H -2.37 8.61 5.10
C -5.16 -8.20 -5.03
Cl -6.66 -9.12 -4.83
Cl -4.51 -7.72 -3.46
Cl -3.97 -9.14 -5.94
H -5.38 -7.30 -5.59
C -4.89 -6.47 -8.64
Cl -4.59 -5.64 -7.10
Cl -3.43 -7.28 -9.21
Cl -6.23 -7.61 -8.47
H -5.17 -5.72 -9.37
C -5.23 0.18 10.44
Cl -6.11 -1.35 10.60
Cl -4.13 0.41 11.81
Cl -4.36 0.24 8.91
H -5.96 0.98 10.45
C 10.83 -3.08 -2.80
Cl 10.23 -2.10 -1.45
Cl 11.24 -4.71 -2.25
Cl 9.65 -3.13 -4.10
H 11.73 -2.61 -3.18
*
```

Calculated values
HOMO energy = -10.308 eV
calculated total energy = -27802.4232 Ha
LUMO level = 0.134 eV
frontier orbital gap = 10.4411 eV

---

Q: What is the calculated total energy in the second record?
A: -27802.4232 Ha

---

Q: Which of these has the highest calculated total energy?
A: C22H24O6

---

Q: Which formula does entry 1 have?
A: C22H24O6

---

Q: Look up the LUMO level of the first one.
A: -1.238 eV